No. 1
Entry from OMol25: a cluster of 7 separate species, C36H73Cl12I3N4O2PS in total at a distorted geometry (ωB97M-V/def2-TZVPD).

The value obtained for the lowest unoccupied orbital energy is -0.1449 Ha. As for the HOMO-LUMO gap: 0.2479 Ha. The calculation puts the strongest force on any atom at 5.5 eV/A. As for the net charge: +1.

Last column: Mulliken charge in e.
CARTESIAN COORDINATES (ANGSTROEM)
C  -3.21821  -3.47437  -3.14548  -0.07
C  -2.31515  -4.63236  -2.40222  -0.84
C  -0.93559  -3.92811  -1.86585  -0.11
C  -1.05707  -3.48998  -0.25598  -0.19
N  0.03848  -2.53384  0.05049  0.39
C  -0.35649  -1.25164  0.72332  -0.74
P  -1.06160  -1.89772  2.36414  0.03
S  -0.09225  -3.46560  3.10191  -0.31
N  -1.40292  -0.68729  -0.19524  1.54
C  -2.71324  -0.21073  0.27252  -0.89
O  -3.82423  -1.22161  0.25529  -0.25
C  -4.75893  -0.87124  1.37388  -0.59
C  -0.58965  0.00304  -1.23928  -1.81
N  -0.89293  -0.39589  -2.50477  0.50
C  -0.04058  0.09327  -3.63879  0.14
C  -0.33157  -0.96519  -4.90528  0.05
C  -0.52472  -0.18478  -6.34240  -0.87
I  -2.67422  -0.01502  -6.71322  0.05
N  0.41463  0.86691  -0.56967  2.01
C  0.36754  2.33010  -0.53160  -1.07
I  -1.60073  3.24955  -0.01646  0.10
C  0.86175  3.19254  -1.83331  -0.05
C  -0.38343  3.63729  -2.85923  -1.08
I  2.64504  2.46333  -2.86416  0.03
C  0.71130  0.04329  0.70404  -0.61
O  1.08457  0.69004  1.94550  -0.24
C  0.04079  1.37240  2.68017  0.41
C  0.41227  2.94475  3.11620  -0.18
C  1.93918  2.84840  3.78291  0.16
C  2.50541  4.28461  4.33391  -0.80
C  2.25363  -0.48617  0.28219  0.40
C  3.38413  0.73591  0.45137  -0.95
C  2.82191  -1.62955  1.36646  -0.53
C  3.24043  -3.04902  0.63747  -0.08
C  4.19814  -2.86533  -0.69349  -0.91
H  -2.74459  -3.17292  -4.18677  -0.02
H  -3.38964  -2.54512  -2.43179  0.03
H  -4.26654  -3.96940  -3.38149  0.09
H  -2.86161  -5.07742  -1.46559  0.30
H  -1.99538  -5.44122  -3.20361  0.34
H  -0.69160  -3.02560  -2.56881  -0.07
H  -0.00304  -4.66671  -1.95181  0.48
H  -0.82324  -4.50156  0.33455  -0.45
H  -2.14449  -3.19621  0.03085  0.10
H  0.61638  -2.43407  -0.80199  0.47
H  -2.39322  -2.44261  2.05623  0.10
H  -1.27877  -0.93881  3.40445  0.19
H  -2.76992  0.27725  1.34401  0.37
H  -3.09691  0.62809  -0.48670  0.01
H  -4.95345  0.28283  1.32406  0.27
H  -5.75607  -1.47962  1.30497  0.25
H  -4.13493  -1.09300  2.36271  0.23
H  -1.67495  -1.08292  -2.64370  0.37
H  -0.28312  1.14370  -4.06986  -0.10
H  1.07654  -0.09947  -3.35140  0.09
H  -1.24593  -1.66844  -4.70774  -0.36
H  0.63566  -1.65107  -5.03891  0.28
H  -0.04690  0.88212  -6.29370  0.39
H  0.03972  -0.76379  -7.22057  0.42
H  1.06969  2.71510  0.35606  0.23
H  1.20067  4.25012  -1.38519  0.22
H  -0.81859  4.70234  -2.60336  0.34
H  -1.18666  2.80307  -3.00344  0.34
H  0.14855  3.76518  -3.92039  0.30
H  -0.03695  0.81831  3.73809  0.35
H  -1.05403  1.27771  2.23535  -0.52
H  0.46203  3.67770  2.20936  0.06
H  -0.27917  3.35676  3.96673  0.12
H  2.68910  2.49942  2.92786  -0.33
H  1.93071  2.01533  4.62948  0.32
H  3.41310  4.60255  3.63867  0.28
H  2.96046  4.10453  5.40150  0.27
H  1.67928  5.11249  4.29879  0.07
H  2.19558  -0.90822  -0.80731  0.37
H  3.69825  0.89043  1.59311  0.23
H  3.01236  1.77450  0.08357  0.03
H  4.35000  0.32948  -0.08457  0.26
H  3.81605  -1.25847  1.91466  0.53
H  2.01893  -1.73075  2.20933  -0.01
H  3.91665  -3.62486  1.43558  0.48
H  2.34292  -3.76262  0.40787  -0.19
H  4.36990  -1.75523  -1.02036  0.22
H  5.27191  -3.31384  -0.44055  0.29
H  3.73673  -3.55239  -1.53017  0.23
Cl  -2.92674  6.10468  7.73034  -0.18
C  -1.20129  6.47691  7.49230  -0.58
C  -0.63129  5.79340  6.25913  -0.35
Cl  -0.52906  4.02621  6.45691  -0.18
H  -0.66291  6.18617  8.39961  0.34
H  -1.12419  7.56292  7.38422  0.35
H  0.38597  6.15033  6.07286  0.29
H  -1.23301  6.00097  5.36893  0.34
Cl  -2.38628  -8.03509  1.55758  -0.21
C  -0.63306  -8.23390  1.80067  -0.23
C  0.12138  -6.92351  1.63802  -0.17
Cl  0.11870  -6.35120  -0.04869  -0.19
H  -0.27698  -8.99407  1.09855  0.37
H  -0.49626  -8.61787  2.81600  0.07
H  1.16849  -7.05920  1.92447  0.45
H  -0.30323  -6.13349  2.26507  -0.10
Cl  2.54695  5.81384  0.50273  -0.08
C  3.73468  6.84897  -0.32805  -0.68
C  3.15042  7.51545  -1.56386  0.33
Cl  2.81596  6.34503  -2.86416  -0.18
H  4.60623  6.23495  -0.57500  0.32
H  4.04825  7.61085  0.39185  0.37
H  3.86292  8.24123  -1.96695  -0.39
H  2.21963  8.04352  -1.33496  0.33
Cl  5.09476  9.59442  -3.15577  -0.24
C  5.03169  9.94005  -4.90190  -0.43
C  5.31476  8.70461  -5.74233  -0.35
Cl  7.00919  8.17275  -5.60614  -0.18
H  5.74280  10.74418  -5.11475  0.37
H  4.02470  10.31132  -5.11445  0.27
H  5.13614  8.92471  -6.79900  0.31
H  4.67197  7.86646  -5.45602  0.23
Cl  -2.19112  -8.78927  5.73906  -0.17
C  -0.92811  -7.91964  6.64511  -0.43
C  0.02875  -7.17606  5.72626  -0.36
Cl  1.05236  -8.28604  4.78143  -0.20
H  -0.40187  -8.64407  7.27431  0.32
H  -1.44135  -7.20947  7.30032  0.30
H  0.70313  -6.55087  6.31893  0.38
H  -0.50701  -6.52879  5.02510  0.19
Cl  -7.07103  -5.84314  -3.65057  -0.17
C  -7.96873  -4.55819  -4.49639  -0.38
C  -7.06465  -3.41293  -4.92512  -0.55
Cl  -6.45364  -2.48220  -3.53483  -0.16
H  -8.77078  -4.21348  -3.83646  0.30
H  -8.42687  -5.01939  -5.37642  0.30
H  -7.62356  -2.71309  -5.55341  0.36
H  -6.20396  -3.77165  -5.49796  0.32

No. 2
Entry from OMol25: a cluster of 6 separate species, C25H61Br2N4O5 in total at a distorted geometry (ωB97M-V/def2-TZVPD).

The energy above the lowest of the compared OMol25 structures with the same formula, charge and spin comes out at 0.0000 eV. The value obtained for the lowest unoccupied orbital energy is -0.1268 Ha. As for the HOMO-LUMO gap: 0.2647 Ha. The calculation puts the strongest force on any atom at 1.4 eV/A. As for the net charge: +1.

Last column: Mulliken charge in e.
CARTESIAN COORDINATES (ANGSTROEM)
C  -4.83660  -2.65386  -4.94136  -1.27
C  -4.37655  -1.43700  -5.67634  0.58
Br  -3.84563  0.02977  -4.63010  -0.05
C  -4.33610  -1.26275  -7.00251  -0.22
Br  -4.96601  -2.54623  -8.20607  -0.06
N  -3.84695  -0.05436  -7.57844  -0.03
C  -2.73695  0.06775  -8.27916  0.34
N  -2.03304  -1.01411  -8.75473  -0.50
N  -2.29655  1.32829  -8.52579  -0.24
C  -1.70505  2.07336  -7.34263  0.13
N  -1.92618  3.49338  -7.41521  -0.64
H  -4.37017  -3.54509  -5.36915  0.47
H  -4.57615  -2.59823  -3.88500  0.13
H  -5.92028  -2.76268  -5.03879  0.34
H  -4.35144  0.80391  -7.37783  0.31
H  -1.28534  -1.29619  -8.12735  0.28
H  -2.62024  -1.81326  -8.97166  0.25
H  -1.59699  1.25078  -9.25833  0.37
H  -2.14105  1.65842  -6.43102  -0.06
H  -0.63755  1.84377  -7.35314  0.28
H  -2.45639  3.74857  -8.23781  0.29
H  -2.44875  3.80025  -6.60428  0.27
C  -3.66243  -2.93619  1.07269  -1.17
C  -3.04510  -2.92038  -0.31373  -0.29
O  -3.90209  -2.38627  -1.31878  -0.40
C  -4.28735  -1.03959  -1.11632  -0.45
C  -3.11925  -0.06948  -1.10307  -0.26
H  -4.63595  -3.42764  1.05351  0.35
H  -3.01090  -3.47934  1.75687  0.41
H  -3.79527  -1.93168  1.47665  0.25
H  -2.83793  -3.93987  -0.63842  0.37
H  -2.08925  -2.38589  -0.29739  0.28
H  -4.88478  -0.93232  -0.20471  0.31
H  -4.95195  -0.81291  -1.95236  0.35
H  -2.48403  -0.19774  -0.22590  -0.05
H  -3.48586  0.95921  -1.10029  0.05
H  -2.49222  -0.22142  -1.98317  0.24
C  1.60873  -2.42988  2.23222  -1.01
C  1.44805  -1.50867  1.03614  -0.33
O  0.20697  -0.82207  1.00067  -0.38
C  -0.04117  0.02943  2.10962  -0.32
C  0.97364  1.14860  2.27173  -0.76
H  0.76346  -3.11629  2.30142  0.33
H  2.52584  -3.01153  2.13556  0.41
H  1.67640  -1.86890  3.16500  0.21
H  1.47963  -2.08313  0.10958  0.33
H  2.27568  -0.79208  0.99621  0.28
H  -0.11253  -0.55151  3.03530  0.29
H  -1.03049  0.44926  1.92017  0.36
H  1.95416  0.77377  2.56928  -0.12
H  0.64037  1.83889  3.04701  0.44
H  1.08483  1.70006  1.33657  0.31
C  6.21694  -0.58811  2.73107  -1.43
C  4.79641  -0.06631  2.86564  0.13
O  4.21344  -0.27271  4.13740  -0.24
C  4.87102  0.36876  5.22254  -0.11
C  4.89290  1.88385  5.11890  -1.42
H  6.27036  -1.62893  3.05299  0.31
H  6.53773  -0.52665  1.69062  0.43
H  6.92394  -0.01262  3.32927  0.32
H  4.14166  -0.60170  2.17585  -0.07
H  4.75281  0.99391  2.58720  0.41
H  5.88292  -0.02784  5.34838  0.34
H  4.31101  0.07012  6.10795  0.25
H  5.52847  2.23451  4.30414  0.32
H  5.28073  2.30875  6.04460  0.44
H  3.88561  2.26916  4.95193  0.28
C  -3.74999  6.30357  -4.43796  -1.11
C  -4.42722  5.01575  -4.86763  -0.45
O  -3.73230  3.83563  -4.46626  -0.27
C  -3.61047  3.66417  -3.05854  -0.36
C  -4.94523  3.53585  -2.34634  -1.15
H  -2.70657  6.31280  -4.75554  0.31
H  -4.25803  7.15464  -4.89072  0.41
H  -3.77896  6.44148  -3.35714  0.27
H  -4.47157  4.96658  -5.95644  0.36
H  -5.46112  4.98601  -4.51108  0.39
H  -3.01700  4.47169  -2.62036  0.34
H  -3.03626  2.74473  -2.92934  0.27
H  -5.51222  4.46665  -2.36062  0.39
H  -4.78158  3.26981  -1.30191  0.42
H  -5.55588  2.75995  -2.81203  0.24
C  4.24447  -3.04595  8.34518  -1.21
C  5.30457  -2.65404  7.32934  -0.13
O  6.11112  -1.56097  7.73209  -0.35
C  6.87177  -1.76135  8.91152  -0.38
C  7.87474  -2.89826  8.81531  -1.06
H  3.65465  -2.17457  8.63298  0.31
H  3.57654  -3.79184  7.91343  0.41
H  4.67734  -3.47580  9.24929  0.30
H  4.82485  -2.32272  6.40719  0.19
H  5.92633  -3.51965  7.07364  0.32
H  6.21276  -1.90760  9.77481  0.30
H  7.39430  -0.81743  9.06614  0.32
H  7.38897  -3.87330  8.76049  0.28
H  8.51628  -2.89990  9.69671  0.40
H  8.50053  -2.77903  7.92997  0.29

No. 3
Entry from OMol25: a structure of composition CHCsLiO2 at a distorted geometry (ωB97M-V/def2-TZVPD).

The energy above the lowest of the compared OMol25 structures with the same formula, charge and spin comes out at 0.0000 eV. The value obtained for the lowest unoccupied orbital energy (alpha / beta) is -0.0366 / -0.0175 Ha. As for the HOMO-LUMO gap (alpha / beta): 0.0659 / 0.3131 Ha. Its spin multiplicity is 2. The calculation puts the strongest force on any atom at 4.8 eV/A.

Last column: Mulliken charge in e.
CARTESIAN COORDINATES (ANGSTROEM)
O  1.11007  1.03956  -0.03975  -0.51
C  0.02215  0.57997  0.14978  0.48
O  -0.40114  -0.49750  0.66312  -0.56
Cs  2.86598  -1.91858  -0.45772  0.67
H  -1.22031  1.03430  -0.29306  -0.24
Li  -2.37674  -0.23776  -0.02237  0.17

Which of these has the lowest strongest force on any atom? C25H61Br2N4O5